Entry from OMol25: a cluster of 12 separate species, C64H72F8O8 in total (ωB97M-V/def2-TZVPD).

```
152
Properties=species:S:1:pos:R:3:forces:R:3:mulliken_charge:R:1
C 6.843900 -0.574401 4.197676 -0.07 1.79 0.94 -1.176
C 5.623557 -1.402667 3.895972 0.87 0.53 -1.21 -0.308
O 4.518270 -0.618059 3.382987 0.67 -0.73 -0.17 0.044
C 3.844141 0.131894 4.249500 -0.25 0.77 0.90 0.259
C 2.850029 1.042714 3.561722 -0.38 0.74 0.44 0.435
O 4.004124 0.079402 5.449802 0.03 -0.06 -0.59 -0.629
H 6.592869 0.149033 5.028848 0.42 -0.93 -0.59 0.284
H 7.141748 0.094960 3.369582 -0.03 -0.66 0.07 0.216
H 7.678912 -1.224790 4.510667 -0.33 0.36 -0.19 0.391
H 5.890011 -2.090287 3.110064 -0.27 -0.19 -0.60 0.305
H 5.431603 -2.006027 4.737656 -1.08 -0.41 1.17 0.378
H 2.173666 0.403212 2.951167 0.36 0.83 0.36 -0.364
H 3.295064 1.890484 2.997628 0.24 -1.08 -0.31 -0.237
H 2.338296 1.640712 4.344237 -0.20 -0.98 -0.27 0.427
C -2.381786 -3.182267 5.862848 0.16 0.89 -0.46 -0.884
C -2.790615 -1.659517 5.701411 1.10 -2.50 0.30 -0.515
O -2.254083 -1.227573 4.470527 -0.42 1.62 -0.40 -0.011
C -2.474719 0.111938 4.236830 -0.37 -0.12 -0.27 -0.058
C -1.911742 0.431241 2.857470 1.33 0.38 1.79 0.389
O -3.088491 0.841544 4.995484 0.88 -0.93 -0.91 -0.628
H -2.657583 -3.831277 4.970478 0.20 1.04 1.08 0.186
H -2.868623 -3.558812 6.764870 0.02 -0.13 -0.12 0.456
H -1.284900 -3.247680 6.014381 -0.59 -0.06 -0.17 0.137
H -3.849234 -1.579778 5.740361 -1.03 0.25 -0.26 0.347
H -2.387090 -1.015304 6.465304 0.17 -0.09 0.59 0.393
H -2.646572 0.202729 2.139653 -0.78 -0.76 -1.07 0.234
H -0.961987 -0.133425 2.763580 -0.74 0.23 -0.36 -0.233
H -1.704287 1.485309 2.717712 0.00 0.16 0.37 0.209
C 6.399623 -2.534850 -2.151223 -0.35 -0.58 0.03 -1.384
C 5.399662 -1.811682 -1.267618 0.04 0.83 -1.12 0.399
O 5.080632 -2.652230 -0.212190 -0.97 -1.55 2.04 -0.422
C 3.907800 -2.407015 0.452174 2.04 -2.45 -0.05 0.666
C 3.406778 -3.468616 1.482123 0.55 0.95 -1.72 -0.325
O 3.264403 -1.476444 0.130963 -1.97 2.05 0.03 -0.351
H 7.259933 -2.750089 -1.490455 -0.30 -0.28 -0.64 0.313
H 6.692160 -1.802125 -2.869571 0.57 0.44 -0.71 0.417
H 6.053580 -3.437098 -2.739117 0.18 0.89 1.06 0.312
H 5.912165 -0.935688 -0.894554 0.31 0.37 0.41 0.129
H 4.502392 -1.360089 -1.730976 0.26 -0.82 -0.17 -0.057
H 3.013379 -2.843705 2.235919 -0.05 0.47 1.43 -0.171
H 4.026797 -4.309693 1.850090 -0.29 0.76 -0.59 0.325
H 2.487797 -3.738048 0.970461 -0.10 -0.95 -0.01 0.093
C 0.304278 5.807738 -1.485345 -0.52 -0.06 1.51 -1.159
C -1.197301 5.809240 -1.737277 0.12 0.37 0.05 0.023
O -1.443998 4.724324 -2.649746 1.27 -0.37 0.55 -0.170
C -2.704878 4.585041 -2.957174 -1.86 1.33 0.50 0.919
C -3.029293 3.319354 -3.674135 -0.17 -0.28 0.56 -0.495
O -3.517805 5.455260 -2.648867 0.45 -1.47 -0.61 -0.655
H 0.891161 5.886294 -2.361898 0.39 0.18 -1.18 0.397
H 0.600581 4.837882 -1.006575 -0.27 0.95 -0.11 0.056
H 0.564649 6.678744 -0.844574 -0.08 -0.76 -0.16 0.418
H -1.748288 5.590731 -0.793050 0.29 0.25 -0.66 -0.131
H -1.649191 6.717040 -2.206057 0.73 -0.48 0.60 0.493
H -2.209577 2.615531 -3.801100 0.25 0.28 0.07 0.067
H -3.396554 3.632186 -4.627792 -0.53 -0.17 -0.70 0.574
H -3.802334 2.820267 -3.078989 -0.09 0.18 -0.37 -0.261
F -5.453856 3.727446 -0.849695 0.49 0.24 0.33 -0.377
C -4.903271 3.712655 0.393653 -1.54 -1.31 0.88 0.336
C -4.120546 4.748215 0.847003 -0.56 0.45 -1.59 -0.274
C -3.614460 4.734561 2.123195 -0.65 -1.47 0.59 -0.396
C -3.987808 3.651326 2.991465 1.69 2.03 -1.20 -0.736
C -4.758301 2.638253 2.503450 -0.87 -0.73 0.39 -0.278
C -5.295356 2.654363 1.232414 0.28 0.40 -1.70 -0.435
H -4.018909 5.572141 0.133219 0.45 -0.16 0.37 0.492
H -2.927323 5.535378 2.302386 0.18 0.23 0.98 0.389
H -3.584888 3.554889 3.977126 0.17 0.14 0.44 0.451
H -4.973520 1.834989 3.192298 -0.16 -0.22 -0.06 0.502
H -5.952433 1.883270 0.788371 0.48 0.39 0.57 0.353
F -2.252073 -7.234611 -2.801689 0.18 1.13 0.25 -0.350
C -1.589400 -6.090734 -2.376465 0.36 -2.43 -0.41 0.426
C -0.204207 -6.267942 -2.215344 -1.16 -0.24 -0.70 -0.387
C 0.528199 -5.195094 -1.799480 0.09 0.40 0.91 -0.870
C -0.147656 -4.031332 -1.410040 -0.31 1.16 -0.40 -0.002
C -1.518465 -3.880885 -1.646585 0.59 -0.48 0.17 0.151
C -2.276460 -4.939351 -2.129909 -0.65 0.47 -0.30 -0.802
H 0.275072 -7.212589 -2.482984 -0.38 0.29 0.09 0.432
H 1.595298 -5.364763 -1.716249 0.03 0.53 0.18 0.459
H 0.329974 -3.127821 -1.014155 0.34 -0.62 -0.16 0.187
H -2.037102 -2.955181 -1.472796 0.17 0.28 0.25 0.407
H -3.352213 -4.788088 -2.345717 0.83 -0.47 0.18 0.427
F 2.759216 1.167535 -6.667619 0.90 -0.92 -0.99 -0.371
C 2.404002 1.398528 -5.425882 -1.81 1.59 1.83 0.089
C 1.422244 2.395315 -5.277710 0.21 -0.13 -0.45 -0.491
C 0.987043 2.771656 -4.041574 0.65 -0.83 2.13 -0.769
C 1.503330 2.150697 -2.867936 -0.29 0.12 -1.24 0.242
C 2.423890 1.125800 -3.031864 -0.11 0.05 0.18 -0.317
C 2.880359 0.748630 -4.303923 0.09 0.05 -0.74 -0.573
H 1.001720 2.864668 -6.152140 0.08 0.01 -0.27 0.461
H 0.242559 3.502502 -3.822856 -0.45 0.59 -0.57 0.412
H 1.098506 2.485685 -1.907872 0.33 -0.39 -0.21 0.244
H 2.779905 0.578351 -2.167637 0.10 0.00 0.05 0.559
H 3.594680 -0.037480 -4.478312 0.23 -0.25 0.33 0.545
F -3.886556 -1.594382 -1.183682 -0.34 -0.36 0.10 0.116
C -5.142529 -1.071005 -1.229742 -0.09 1.10 -0.99 0.306
C -5.255425 0.137532 -1.931878 0.73 -0.30 0.78 0.337
C -6.474244 0.785119 -1.914509 -0.29 -0.99 -0.03 -0.611
C -7.548646 0.126486 -1.319630 -0.11 -0.17 0.50 -0.520
C -7.460565 -1.104715 -0.675368 -0.55 0.28 0.31 -0.511
C -6.206420 -1.723529 -0.650537 -0.09 0.60 -0.39 -0.797
H -4.325145 0.542358 -2.337861 -0.53 0.04 -0.02 0.052
H -6.648525 1.742761 -2.363572 0.20 0.29 -0.20 0.410
H -8.503662 0.590143 -1.305069 -0.65 0.53 -0.09 0.396
H -8.403818 -1.470104 -0.147839 1.68 0.09 -0.90 0.297
H -6.006814 -2.690855 -0.295913 -0.04 -1.12 0.87 0.503
F 1.042002 -1.755344 3.733664 0.99 3.27 0.08 -0.454
C 0.679231 -2.980388 3.579640 0.90 -2.08 2.29 0.394
C -0.343586 -3.253162 2.747154 -1.91 0.79 -1.40 0.569
C -0.760617 -4.558268 2.678681 -0.25 -1.54 -0.44 -0.683
C -0.138524 -5.594110 3.416682 -1.03 2.12 -2.01 -0.774
C 0.907581 -5.258926 4.212312 0.47 0.78 1.59 -0.726
C 1.298045 -3.917152 4.418108 -0.30 -1.16 -1.49 -0.387
H -0.873305 -2.394863 2.233847 0.77 -1.26 0.49 0.196
H -1.547566 -4.882471 1.991293 0.09 0.45 0.23 0.414
H -0.501154 -6.553688 3.162124 0.04 -1.12 0.44 0.509
H 1.328902 -6.019941 4.826479 0.62 -0.46 0.31 0.482
H 2.139635 -3.688404 5.072882 -0.42 0.24 -0.17 0.461
F -3.045436 1.874877 -0.838966 -0.84 0.39 -0.40 -0.202
C -1.796146 1.603592 -0.488415 1.01 0.47 0.26 0.358
C -1.226449 0.443818 -0.946266 -0.84 -1.02 -0.24 0.718
C -0.038619 0.045862 -0.364218 -0.16 1.21 -0.04 0.242
C 0.639211 0.912402 0.489013 1.17 -0.45 0.13 0.596
C 0.150590 2.207106 0.768043 0.37 -0.67 -0.19 -0.783
C -1.111994 2.524449 0.304725 -1.64 0.87 0.32 0.530
H -1.778178 -0.218541 -1.644767 0.39 0.58 0.59 -0.640
H 0.359689 -0.894764 -0.651367 0.55 -0.65 0.04 -0.009
H 1.592678 0.477590 0.867750 -0.65 0.94 -0.16 -0.664
H 0.718632 2.969064 1.309309 -0.11 -0.52 0.10 0.032
H -1.717342 3.427540 0.645661 1.16 -1.08 -0.60 -0.399
F -0.231743 -2.859513 -8.002896 0.37 0.19 0.47 -0.342
C -0.708649 -2.406429 -6.807836 -0.54 -0.21 -0.99 0.407
C -2.091488 -2.469693 -6.678701 1.35 0.16 0.76 -0.745
C -2.574160 -1.996656 -5.466940 -0.51 0.14 -1.19 -0.537
C -1.779082 -1.408785 -4.513610 0.56 -0.83 -0.12 -0.651
C -0.389226 -1.386992 -4.695562 -0.12 0.68 0.99 0.440
C 0.161699 -1.874119 -5.865399 0.10 -0.10 -0.81 -0.863
H -2.692197 -2.864125 -7.485570 -0.07 -0.02 0.13 0.468
H -3.631717 -1.995435 -5.352325 -0.75 -0.06 0.37 0.447
H -2.321658 -1.119768 -3.636096 0.39 0.47 0.57 0.472
H 0.259343 -0.948137 -3.917454 -0.34 -0.22 -0.51 0.418
H 1.220510 -1.785698 -6.140999 -0.46 -0.15 0.40 0.486
F 2.469177 5.308975 0.977721 -0.70 0.06 0.01 -0.275
C 3.548511 4.532015 1.124055 0.38 -0.44 -0.34 0.170
C 4.485952 4.916465 2.040953 1.45 0.42 0.05 -0.595
C 5.731838 4.254113 2.085147 -0.69 0.00 0.70 -0.544
C 5.840868 3.056421 1.388146 -0.06 -0.15 -0.85 -0.498
C 4.837820 2.669122 0.462304 -0.15 -0.89 0.52 -0.341
C 3.692603 3.399210 0.308477 -1.02 1.67 0.77 0.233
H 4.362040 5.787261 2.673049 -0.29 0.07 -0.24 0.452
H 6.512964 4.708966 2.750004 -0.72 -0.97 -0.72 0.314
H 6.684641 2.395589 1.516075 0.25 0.14 -0.06 0.381
H 4.778235 1.713007 -0.070450 0.91 0.23 0.28 0.458
H 2.828001 3.171599 -0.319860 0.58 -0.28 -0.10 0.283
```
Forces are in eV/Å.

Results
- SMILES string = CCOC(C)=O.CCOC(C)=O.CCOC(C)=O.CCOC(C)=O.Fc1ccccc1.Fc1ccccc1.Fc1ccccc1.Fc1ccccc1.Fc1ccccc1.Fc1ccccc1.Fc1ccccc1.Fc1ccccc1
- max |F| (eV/Å) = 3.41
- highest occupied orbital energy (eV) = -9.046
- gap between HOMO and LUMO (eV) = 9.5
- spin multiplicity = 1